[1]
C5H15NOS | the ωB97M-V functional and the def2-TZVPD basis

Properties
relative energy (zero: lowest compared OMol25 entry of this formula, charge and spin)	69.0	kcal per mole
gap between HOMO and LUMO	0.357	Eh
SMILES	CCNCCCS.O

Geometry (Å):
S1 -2.59125 2.28253 -0.26625
O1 0.45996 0.15784 3.27113
N1 0.04198 -0.58574 -0.15501
C1 0.17127 -2.82756 0.88837
C2 -0.29588 1.60152 -1.73314
C3 0.94504 -1.72708 0.08379
C4 0.69831 0.43728 -1.00647
C5 -0.81346 2.71127 -0.79056
H1 -0.77852 -1.00589 -0.72587
H2 2.01433 -1.31917 0.49243
H3 0.80706 -0.59411 2.77384
H4 -0.25980 2.78121 0.25814
H5 -0.75323 -3.06295 0.40896
H6 1.38487 -2.18766 -0.99012
H7 0.60231 -3.79697 0.89835
H8 -1.00121 3.54751 -1.34437
H9 -2.38960 1.65401 0.97702
H10 -0.21391 0.35604 2.55143
H11 1.24775 -0.03828 -1.90997
H12 0.02934 -2.63885 1.89238
H13 -1.11148 1.32179 -2.31763
H14 1.63272 0.93651 -0.63939
H15 0.17341 1.99675 -2.61707

Forces on the atoms, in the same order (eV/Å):
S 0.588 -0.401 1.169
O -1.426 -0.092 -2.152
N -0.489 -0.328 -1.484
C 1.367 0.443 -2.161
C 2.365 -0.526 2.454
C 2.602 -0.541 -1.581
C -0.199 0.818 -3.548
C 0.038 -3.838 3.434
H 1.650 1.235 1.262
H -2.783 -0.988 -0.192
H 0.689 -0.269 0.545
H -0.789 0.412 -2.720
H -0.987 0.471 -0.331
H -1.399 0.894 2.418
H 1.269 -0.787 -0.299
H 0.097 2.720 -0.875
H 0.041 0.682 -1.417
H 0.753 0.344 1.459
H -1.210 0.053 0.863
H -0.560 1.032 2.108
H -1.949 -1.933 -0.096
H -1.360 -0.134 0.966
H 1.693 0.731 0.179

These are the Löwdin partial charges, in e, on atoms 1 to 4: atom 1 (S): 0.61, atom 2 (O): -0.09, atom 3 (N): -0.12, atom 4 (C): -0.09

[2]
C8H7N3O3S | the ωB97M-V functional and the def2-TZVPD basis

Properties
relative energy (zero: lowest compared OMol25 entry of this formula, charge and spin)	109.9	kcal per mole
gap between HOMO and LUMO	0.319	Eh

Geometry (Å):
S1 -1.86766 -0.23450 1.48340
O1 -0.97035 0.07364 0.10158
O2 -0.61123 -0.71265 2.37471
O3 -2.26166 1.04814 1.94602
N1 -0.74922 3.19718 0.50075
N2 1.29282 -1.10428 -2.38375
N3 1.69131 0.90911 1.51687
C1 0.48217 -0.34695 -1.71668
C2 1.16131 1.77701 0.95884
C3 1.53123 -2.40679 -2.04185
C4 -0.25099 -0.86910 -0.60635
C5 -0.09698 -2.23269 -0.26845
C6 0.46977 2.82392 0.30251
C7 0.72455 -3.01003 -1.10997
C8 -1.96794 3.10523 0.56841
H1 1.02223 -4.05171 -0.71224
H2 0.99369 3.43102 -0.45557
H3 2.39055 -2.75245 -2.59926
H4 -0.66346 -2.73901 0.42009
H5 0.52584 0.63151 -2.07051
H6 -0.08224 0.03675 2.71338
H7 -2.76375 3.42664 1.07808

Forces on the atoms, in the same order (eV/Å):
S 1.802 -2.224 -0.529
O -0.755 0.339 0.084
O -0.731 -0.153 0.289
O -0.461 1.475 0.303
N -4.371 -1.380 0.401
N 1.515 -1.399 -0.432
N -0.183 0.654 -0.313
C -0.627 -2.161 1.461
C -0.419 -0.403 0.561
C -0.938 2.117 -0.729
C 0.557 -0.481 0.117
C 0.571 2.061 -3.311
C 1.548 1.404 -1.276
C 1.904 -1.650 2.024
C 6.186 -0.896 -2.106
H -0.880 1.542 -1.021
H 0.036 -0.475 0.685
H -0.274 -0.964 0.210
H -1.147 -0.705 1.947
H -0.813 1.854 0.066
H 0.046 -0.072 -0.377
H -2.568 1.518 1.945

These are the Löwdin partial charges, in e, on atoms 1 to 4: atom 1 (S): 0.94, atom 2 (O): -0.30, atom 3 (O): -0.27, atom 4 (O): -0.41

[3]
C42H59BN2P2PdSSb | the ωB97M-V functional and the def2-TZVPD basis

Properties
total charge	+1
gap between HOMO and LUMO (alpha / beta)	0.179 / 0.193	Eh
multiplicity	3

Geometry (Å):
Sb1 10.46306 15.08874 10.75914
Pd1 10.40483 10.95055 12.05771
S1 10.76317 12.87475 10.35118
P1 8.14476 10.23040 12.12824
P2 12.59079 10.15226 12.43061
N1 9.32061 8.79202 14.14807
N2 11.56198 9.13946 14.62920
C1 14.43258 8.47736 11.20933
C2 12.78971 16.75648 11.62280
C3 9.44782 15.92441 9.11515
C4 9.23825 15.15816 7.98224
C5 12.50196 15.69129 10.76120
C6 7.55668 12.12494 14.06432
C7 9.63930 15.84059 13.68093
C8 8.81706 15.81628 6.83136
C9 12.74052 9.38097 9.64283
C10 7.55302 16.77290 14.45303
C11 15.05662 16.64601 10.81873
C12 14.71423 15.60886 9.92863
C13 8.37742 17.81869 8.12316
C14 5.57146 11.15614 12.99947
C15 8.61343 8.12454 10.21810
C16 14.97516 11.46366 13.30936
C17 6.97278 12.66799 11.67214
C18 12.00758 7.63526 11.29815
C19 8.10645 10.40757 9.36285
C20 6.27314 8.95680 10.48708
C21 6.99610 11.56298 12.74756
C22 8.94180 17.20690 9.23731
C23 12.96895 8.84145 11.08829
C24 12.82412 12.78975 13.29593
C25 14.08246 17.15504 11.67664
C26 8.87537 7.10451 16.01745
C27 9.63778 7.89846 15.16222
C28 8.37630 17.12076 6.91834
C29 13.66546 11.71820 12.56123
C30 8.01671 8.88928 13.50244
C31 12.89945 9.28157 14.02123
C32 7.86163 16.13393 12.14524
C33 10.84575 6.46973 17.22567
C34 7.74190 9.38466 10.47574
C35 11.62366 7.28432 16.39158
C36 9.16167 15.72643 12.38119
C37 13.91223 12.30085 11.13396
C38 11.04337 8.06346 15.39562
C39 9.46317 6.42276 17.08554
C40 13.39124 15.17317 9.84787
C41 8.85363 16.36044 14.71328
C42 7.02352 16.57617 13.17165
B1 10.43058 9.65170 13.76865
H1 5.94143 16.83263 12.96134
H2 6.19287 8.10032 9.80156
H3 12.71654 7.22543 16.60003
H4 9.70999 8.40508 10.09659
H5 15.52780 10.62972 12.86958
H6 14.50485 11.59296 10.49048
H7 11.64454 9.54833 9.51039
H8 8.98625 17.78120 10.18916
H9 13.30334 10.23605 9.50564
H10 15.47757 15.11691 9.29131
H11 5.06055 11.90300 13.54248
H12 8.71344 15.29642 5.84792
H13 12.34707 6.86595 12.00135
H14 7.50276 16.12552 11.11608
H15 7.80771 17.53093 6.07644
H16 11.85665 7.09850 10.33580
H17 8.05583 18.84943 8.28393
H18 9.30300 16.56346 15.66612
H19 7.24691 9.20513 14.22908
H20 11.89448 12.96683 12.68367
H21 7.82150 6.99778 15.86023
H22 13.39246 8.31767 13.84441
H23 5.60660 9.75861 10.08568
H24 14.57628 7.45352 10.84292
H25 4.98305 10.92489 12.05528
H26 14.78376 11.30438 14.37631
H27 11.98171 17.26369 12.17052
H28 13.16992 8.58803 8.97495
H29 6.67812 13.61852 12.20237
H30 8.19656 9.88341 8.40987
H31 8.28253 7.72420 9.24016
H32 16.12102 17.03318 10.84868
H33 13.38972 13.73229 13.33856
H34 13.11680 14.34541 9.20875
H35 8.86972 5.97471 17.85142
H36 11.01685 8.03138 11.65074
H37 10.67345 15.54553 13.92759
H38 5.49010 10.27175 13.62181
H39 15.56928 12.37126 13.29162
H40 6.84081 12.95926 14.39899
H41 9.51982 14.12044 7.99703
H42 5.89933 8.67952 11.47262
H43 7.97287 12.88938 11.24001
H44 14.30380 17.87868 12.46898
H45 15.10435 9.14528 10.63617
H46 14.86131 8.50789 12.24241
H47 6.89474 17.24199 15.17176
H48 9.04437 10.89756 9.65918
H49 12.90358 12.51458 10.65509
H50 11.36908 5.80978 17.88831
H51 14.48972 13.24798 11.23053
H52 8.53231 7.35014 11.00031
H53 8.61520 12.49640 13.97053
H54 12.53155 12.46251 14.31785
H55 7.76356 7.91394 13.09378
H56 7.31858 11.18619 9.33327
H57 6.20251 12.45104 10.91053
H58 13.53157 9.97465 14.64786
H59 7.62127 11.41139 14.89136

Forces on the atoms, in the same order (eV/Å):
Sb -0.604 0.080 -0.037
Pd 0.162 1.156 0.316
S -1.175 -0.953 -0.023
P 1.059 -2.106 0.599
P -0.335 -0.367 -1.327
N -0.768 0.975 -1.167
N -1.311 -0.372 -1.633
C 1.422 -0.426 0.512
C -1.071 -1.036 -0.656
C -0.402 -0.397 0.970
C 0.925 0.581 -0.544
C -1.918 1.366 0.244
C 0.458 1.153 0.484
C 0.917 -0.299 0.677
C -0.651 -0.960 -0.726
C -1.249 -2.454 1.074
C -0.500 -0.465 -0.807
C 1.062 -0.499 -0.254
C 0.562 0.471 -0.293
C 0.562 0.029 0.621
C -0.885 -1.981 -1.506
C 1.152 0.706 0.137
C -0.368 -0.017 0.170
C -0.018 1.277 0.628
C -0.552 0.393 0.196
C -0.805 0.084 0.996
C -0.547 0.388 -1.088
C 0.377 0.555 -0.690
C 0.268 0.967 0.188
C 0.332 0.483 -0.029
C -0.840 -0.420 -0.096
C 1.358 1.362 0.924
C -0.014 0.122 -0.239
C 1.688 0.437 0.564
C -1.308 0.769 -0.253
C -0.048 0.429 -0.921
C 0.317 0.658 0.044
C -0.448 0.706 1.401
C -0.798 -0.107 -0.857
C -0.133 0.242 -0.977
C -0.162 0.191 0.244
C 1.128 -0.451 0.318
C 0.914 0.210 0.382
C 0.012 -0.610 -0.214
C -0.036 -0.116 0.562
C 0.814 0.777 -0.552
C 0.597 -0.367 0.704
C -0.024 0.461 -0.628
C -0.570 0.416 -0.188
B 0.101 -0.870 2.260
H 1.534 -0.240 0.171
H -0.372 0.158 0.277
H -0.846 0.493 -0.482
H -1.406 -0.308 0.233
H 0.131 0.158 0.220
H -0.466 0.704 0.591
H 0.897 -0.028 -0.337
H 0.146 -0.536 -0.762
H 0.835 1.932 -0.507
H -0.545 0.619 0.425
H -0.586 1.169 0.440
H 0.140 0.333 1.090
H 0.119 0.401 0.132
H -0.211 -0.146 0.282
H 0.698 0.096 0.103
H 0.084 0.488 0.463
H -0.275 -0.360 -0.612
H 0.094 -0.189 0.359
H 0.141 -0.213 -0.330
H 0.891 -0.004 0.905
H -0.512 0.171 -0.048
H -0.015 0.231 0.177
H 0.467 -0.519 0.364
H 0.189 0.160 -0.043
H 0.771 0.392 1.075
H 0.172 -0.231 -0.243
H 0.605 -0.394 0.088
H -0.761 0.644 0.309
H 0.051 -0.816 -0.609
H -0.027 0.232 -0.030
H 0.117 0.020 0.557
H -1.495 -0.595 0.085
H -0.011 -0.255 0.088
H -0.046 0.058 -0.109
H -0.407 -0.616 0.023
H 0.803 -0.597 -0.349
H -0.545 0.135 -0.161
H 0.072 -0.296 0.150
H 0.255 0.155 -0.323
H 1.202 -1.007 -0.466
H 0.133 -0.290 -0.210
H 0.064 -0.198 -0.049
H -0.618 -0.339 0.018
H 0.387 0.024 -0.632
H -0.485 -0.242 0.055
H -0.560 -0.231 -0.613
H 0.292 -0.126 0.349
H -0.127 -0.184 -0.522
H 1.733 -0.279 0.495
H 0.005 0.021 0.599
H -0.405 -0.672 -0.011
H -0.025 0.262 -0.365
H -1.071 -0.008 -0.123
H 0.151 0.298 -0.552
H -0.358 -0.037 -0.192
H 0.472 -0.350 -0.338
H 0.606 0.134 0.140
H -0.450 -1.158 -0.543
H -0.277 -0.196 -0.210

These are the Löwdin partial charges, in e, on atoms 1 to 4: atom 1 (Sb): 1.35, atom 2 (Pd): 0.39, atom 3 (S): 0.17, atom 4 (P): 1.09